## a
Formula: CH4N3P
Source: OMol25
Level of theory: ωB97M-V/def2-TZVPD

Results
**Net charge**: 0
**Frontier orbital gap**: 0.299 Eh

Atoms and positions in Å:
C  -0.49676  -0.54516  0.50442
N  1.12683  0.10736  -1.09965
N  1.35382  1.34001  0.30226
N  0.24630  -0.64802  -0.78172
P  -0.09473  1.21129  0.95703
H  -1.48826  -1.05261  0.42579
H  0.11406  -1.17397  1.14131
H  0.20623  -1.32443  -1.54599
H  -0.96750  2.08552  0.09653

---

## b
Formula: CH4N3P
Source: OMol25
Level of theory: ωB97M-V/def2-TZVPD

Results
**Net charge**: 0
**Structure (SMILES)**: C1N=NNP1
**Frontier orbital gap**: 0.370 Eh

Atoms and positions in Å:
C  -0.17055  1.07122  -0.34667
N  1.16266  0.75122  0.02039
N  1.44600  -0.48309  0.05297
N  0.48325  -1.31951  -0.11953
P  -1.16524  -0.57442  -0.17237
H  -0.71149  1.93871  0.29401
H  -0.27670  1.32583  -1.34911
H  0.57792  -2.25753  0.27419
H  -1.34585  -0.45242  1.34612

---

## c
Formula: CH4N3P
Source: OMol25
Level of theory: ωB97M-V/def2-TZVPD

Results
**Net charge**: 0
**Structure (SMILES)**: C1N=NNP1
**Frontier orbital gap**: 0.366 Eh

Atoms and positions in Å:
C  0.54014  -0.51208  0.83767
N  -0.90051  -0.79421  0.64242
N  -1.36715  -0.50970  -0.43804
N  -0.61059  0.29810  -1.24276
P  1.02049  0.72386  -0.60120
H  0.47612  0.04863  1.81733
H  1.20773  -1.40426  0.81134
H  -0.90802  0.44024  -2.22559
H  0.54180  1.70941  0.39885

---

It is c that is most stable; the runner-up trails by 0.074 eV.